# C78H179N9O13

A cluster of 13 separate species, C78H179N9O13 in total in a non-equilibrium geometry (ωB97M-V with the def2-TZVPD basis set, the OMol25 dataset).

The geometry in ORCA input format:
```
! wB97M-V def2-TZVPD RIJCOSX def2/J DEFGRID3
* xyz 0 1
O 0.295 -4.009 -3.298
O -2.432 1.503 5.114
O 5.656 -3.753 3.954
O 2.632 5.468 3.732
O 6.179 2.779 0.316
O -4.217 5.022 -0.499
O 4.856 -1.833 -2.945
O -7.737 -2.735 -1.742
O 1.400 -0.198 0.264
O 2.984 1.623 5.554
O -0.365 -4.581 -5.971
O 4.908 3.037 -2.284
O -0.933 -3.518 1.828
N 6.301 -2.562 3.452
N -3.468 4.651 -1.610
N -3.398 0.609 4.576
N -6.629 -3.014 -2.558
N 5.855 0.721 -3.940
N 0.182 -2.518 -1.117
N 1.426 6.218 3.980
N -0.212 -0.360 6.108
N -1.662 -4.261 -6.498
C -5.281 -1.407 -1.148
C 1.335 6.613 1.510
C 7.892 0.346 -2.642
C -4.412 0.220 5.634
C -4.717 -0.110 2.656
C -1.620 -3.074 -7.266
C -1.183 7.039 3.245
C 2.054 -0.757 7.119
C 1.320 7.220 2.902
C -5.856 -0.398 3.597
C 6.488 -0.225 3.741
C -6.060 -4.379 -2.182
C -5.216 1.350 6.217
C 6.036 0.012 2.308
C 5.647 3.837 1.141
C 0.135 -0.196 -0.308
C 1.540 0.735 1.364
C -3.777 0.976 3.187
C -1.997 4.776 -1.302
C 4.634 -2.836 1.610
C -3.043 2.959 -3.353
C 0.273 4.214 3.070
C -0.920 6.026 4.352
C 4.175 -2.740 -2.059
C 5.759 5.224 0.477
C 5.831 -1.480 4.326
C 6.066 -2.507 1.965
C 1.734 0.968 5.284
C -1.388 -0.841 -2.178
C -4.484 2.313 3.017
C -0.100 -6.147 -2.474
C -3.853 -3.446 -3.110
C -2.345 -6.467 -5.754
C -1.127 -1.901 -6.327
C -3.769 -5.052 -7.250
C 3.473 2.994 -2.225
C -5.388 -0.778 4.945
C 2.958 1.694 -1.760
C -6.643 -0.684 -3.208
C 3.562 2.102 4.413
C -4.862 -4.538 -3.120
C 0.603 4.561 5.596
C -1.602 3.973 -0.054
C 2.077 -5.592 -3.762
C -1.561 2.970 -2.937
C 6.971 -3.539 1.415
C -3.832 -3.881 -8.238
C -3.750 -0.526 6.821
C 2.469 8.217 3.147
C -0.005 -1.096 -1.447
C -1.623 -6.231 -8.142
C -2.314 -5.509 -6.952
C -4.272 2.203 -1.192
C 0.304 5.202 4.204
C -2.533 0.992 2.272
C -5.765 -4.640 -0.658
C -4.002 3.377 -2.246
C 1.080 -2.985 3.057
C 1.081 0.289 6.468
C 0.072 -4.078 2.647
C -3.074 -2.734 -7.587
C 4.305 -1.446 4.515
C 6.525 -1.177 1.484
C 0.999 -5.143 -2.779
C -4.634 -2.105 -3.530
C 6.701 -0.272 -3.332
C -0.718 -3.119 -8.506
C 0.000 7.937 3.234
C -5.349 3.710 -2.928
C 2.883 3.368 -3.598
C 0.704 -5.173 1.770
C -5.781 -1.816 -2.539
C -1.215 4.367 -2.568
C 4.226 3.487 1.470
C -1.748 6.296 -1.083
C -7.106 -5.405 -2.558
C 5.926 -1.177 -2.316
C 6.464 -1.782 5.746
H 3.604 3.362 0.545
H -0.633 -2.945 -0.647
H 0.913 0.399 2.209
H 1.310 4.072 2.670
H -2.949 1.116 1.285
H -6.122 -1.481 -0.428
H 1.810 3.580 -3.550
H 6.260 -0.860 6.378
H 0.173 -7.138 -2.083
H -1.509 2.888 -0.220
H -2.050 6.822 -1.992
H -5.122 1.742 -1.699
H 6.991 -1.050 -4.096
H 0.611 5.804 1.369
H -1.799 1.804 2.462
H 0.829 1.076 7.196
H -0.519 -0.598 0.432
H -5.346 2.471 3.685
H -3.290 -4.123 -9.163
H 1.097 -2.237 2.249
H 2.921 2.785 3.832
H 5.623 6.008 1.223
H -2.394 6.691 -0.307
H -2.734 2.441 5.087
H -0.126 0.851 -0.503
H -0.688 6.541 5.293
H -0.087 3.241 3.480
H 4.924 0.137 2.257
H -0.328 -4.442 3.620
H -0.167 -0.894 5.233
H -0.075 -5.801 1.345
H -6.481 0.509 3.679
H 3.791 4.274 2.062
H -0.555 -6.409 -7.831
H 3.757 -1.181 3.580
H -1.813 5.435 4.636
H -0.131 8.752 2.524
H -5.913 1.748 5.483
H 1.561 4.089 5.480
H -0.126 3.739 5.747
H 6.267 -1.051 0.435
H 3.202 5.913 4.371
H -0.538 -6.336 -3.444
H 6.030 -2.650 6.238
H -0.845 0.379 5.894
H -4.603 -1.010 7.312
H -1.148 -3.619 -9.393
H -4.877 -3.538 -8.506
H -3.114 -1.323 6.430
H 1.856 1.615 -1.755
H -4.377 -5.531 -3.022
H 7.603 -1.081 1.528
H 4.879 -3.530 -1.761
H -5.251 4.424 -3.738
H -1.454 -2.896 2.295
H 0.258 -3.395 -2.560
H -4.472 5.983 -0.626
H 0.925 -2.620 -0.471
H -0.458 -2.125 -8.822
H 4.961 0.375 -4.246
H -3.238 1.940 -3.706
H -3.207 -1.807 -8.117
H 2.589 0.622 1.656
H 2.983 -4.992 -3.691
H -6.033 0.248 -3.337
H -2.095 0.015 2.236
H 1.167 7.336 0.721
H 2.399 -6.627 -3.558
H -5.384 -5.666 -0.541
H -5.116 -2.440 -4.459
H -4.874 -0.399 -1.175
H 1.855 0.175 4.464
H -7.445 -0.382 -2.514
H -1.618 -5.668 -9.126
H -7.880 -5.459 -1.828
H 5.118 5.321 -0.415
H -4.496 -2.040 -0.825
H 0.243 -3.607 -8.321
H -3.124 -7.205 -5.998
H 7.551 -0.390 3.801
H -1.601 -1.573 -2.928
H 7.561 -1.845 5.660
H 2.429 8.509 4.213
H 3.229 3.837 -1.547
H -0.131 4.401 -2.337
H -5.318 -4.513 -4.105
H 2.129 -1.671 6.487
H -5.032 0.262 1.713
H -1.441 -6.995 -5.533
H 8.537 -0.381 -2.215
H 1.680 -5.655 -4.784
H 2.895 2.500 -4.284
H -4.873 2.413 2.016
H 7.397 0.859 -1.821
H -2.412 4.143 0.645
H 6.826 5.278 0.197
H -5.889 2.825 -3.247
H -7.490 -5.228 -3.546
H 0.079 8.389 4.225
H 6.699 -1.893 -2.018
H 1.259 1.743 1.124
H -0.401 4.438 2.262
H -4.579 2.627 -0.269
H -3.482 1.476 -1.096
H 3.936 1.280 3.799
H -5.943 4.248 -2.204
H 3.058 -0.286 7.143
H 4.498 -3.768 1.066
H -1.480 5.005 -3.445
H 3.760 -2.211 -1.201
H 6.365 -4.368 3.959
H -3.751 3.123 3.244
H 2.094 -3.315 3.336
H 5.531 -0.533 -1.545
H 6.363 1.076 -4.724
H 6.246 3.748 2.037
H 0.811 -0.816 -2.125
H 3.331 0.819 -2.336
H -0.867 2.647 -3.697
H -2.093 7.630 3.482
H -6.157 -1.113 5.629
H 0.994 1.677 4.930
H -3.123 3.808 -4.063
H 2.293 6.172 1.355
H -3.902 -1.305 -3.651
H 7.989 -3.337 1.815
H -0.590 4.218 0.300
H 5.648 2.827 -0.498
H 3.339 1.507 -0.710
H 7.006 -3.583 0.326
H 4.138 2.524 1.952
H 6.666 -4.566 1.755
H -0.702 6.508 -0.897
H -1.309 -0.992 -6.892
H 3.476 7.792 2.904
H -4.956 -4.015 -0.262
H 6.303 0.655 4.342
H 8.495 1.066 -3.220
H 3.416 4.163 -4.067
H -4.113 -4.785 -6.265
H -8.485 -2.630 -2.371
H 5.124 2.251 -2.822
H -2.661 -5.916 -4.883
H -2.051 -7.203 -8.246
H -6.726 -4.525 -0.111
H 1.360 -5.728 2.437
H -3.474 -2.547 -6.617
H -3.382 -3.460 -2.107
H 4.069 -2.871 2.507
H -6.599 -1.080 3.174
H 4.134 -0.606 5.213
H -4.102 -1.030 2.537
H 0.567 5.306 6.374
H -4.342 -5.890 -7.652
H 2.366 9.105 2.521
H -6.672 -6.372 -2.616
H 4.453 2.638 4.742
H -0.892 -5.701 -1.864
H -4.446 2.058 6.559
H -2.200 -1.027 -1.439
H -1.331 6.631 2.225
H 4.226 -2.142 0.924
H 1.196 -4.623 0.968
H 1.507 -4.834 -1.835
H -0.074 -1.923 -6.046
H 3.382 -3.183 -2.680
H 1.639 -1.133 8.056
H -3.230 0.149 7.508
H 6.422 0.915 1.866
H -0.311 -4.299 -5.042
H -1.435 2.379 -2.011
H 0.662 -2.483 3.934
H -7.083 -0.977 -4.158
H -5.852 0.964 7.031
H -4.817 -1.729 4.814
H -1.463 0.190 -2.599
H 3.963 -2.413 4.900
H -1.699 -1.829 -5.386
H -3.044 -3.521 -3.863
*
```

Output
- Strongest force on any atom: 2.9 eV Å⁻¹
- HOMO energy: -0.2908 hartree
- LUMO level: 0.373 eV